Entry A
DFT (ωB97M-V/def2-TZVPD) results for an isolated ion of composition CH2NO2S2 and charge -1.

Positions of all 8 atoms, in Å:
1 N -0.28 0.04 1.32
2 C 0.43 -0.73 0.09
3 S 0.34 -2.29 0.17
4 S 0.71 0.45 -1.29
5 O -0.77 0.25 -1.56
6 O 1.04 1.75 -0.83
7 H -1.14 -0.41 1.22
8 H -0.33 0.95 0.87

## Properties
SMILES: NC([S-])=S(=O)=O
gap between HOMO and LUMO: 7.24 eV
lowest unoccupied orbital energy: 0.130 hartree
total charge: -1

Entry B
DFT (ωB97M-V/def2-TZVPD) results for CH2NO2S2 as an isolated structure.

Positions of all 8 atoms, in Å:
1 C -1.74 2.88 0.37
2 N -1.56 1.79 0.02
3 O 2.04 -0.40 1.22
4 O 2.02 -2.09 -0.55
5 S -0.62 -0.85 0.27
6 S 1.67 -0.73 -0.17
7 H -0.56 -1.36 -1.00
8 H -1.24 0.76 -0.18

## Properties
gap between HOMO and LUMO: 8.27 eV
lowest unoccupied orbital energy: 0.134 hartree
total charge: -1

The structure with the most favorable energy is entry B; the runner-up is 0.0225 hartree above it.

Entry A
DFT (ωB97M-V/def2-TZVPD) results for an isolated ion of composition CH2NO2S2 and charge -1.

Positions of all 8 atoms, in Å:
1 N -1.06 0.15 -0.35
2 C -0.16 0.86 0.27
3 S -0.26 2.50 0.42
4 S 1.59 -0.52 0.41
5 O 0.85 -1.56 1.21
6 O 1.74 -0.91 -0.99
7 H -2.05 0.24 -0.54
8 H -0.66 -0.76 -0.43

## Properties
SMILES: NC([S-])=S(=O)=O
gap between HOMO and LUMO: 6.95 eV
lowest unoccupied orbital energy: 0.134 hartree
total charge: -1

Entry B
DFT (ωB97M-V/def2-TZVPD) results for an isolated ion of composition CH2NO2S2 and charge -1.

Positions of all 8 atoms, in Å:
1 N 0.22 0.82 -0.73
2 C 0.81 0.14 0.20
3 S 2.44 0.21 0.68
4 S -0.70 -0.90 0.99
5 O -1.78 -0.30 0.08
6 O -0.52 -2.29 0.64
7 H 0.41 1.73 -1.26
8 H -0.88 0.59 -0.60

## Properties
SMILES: NC([S-])=S(=O)=O
gap between HOMO and LUMO: 7.38 eV
lowest unoccupied orbital energy: 0.136 hartree
total charge: -1

The structure with the most favorable energy is entry B; the runner-up is 0.0052 hartree above it.

Entry A
DFT (ωB97M-V/def2-TZVPD) results for a 2-piece molecular cluster, C4H12S overall.

Positions of all 17 atoms, in Å:
1 C -0.37 -2.09 -0.87
2 S -0.15 -1.48 0.81
3 C -1.83 -1.51 1.40
4 H 0.53 -2.43 -1.28
5 H -1.13 -2.86 -0.99
6 H -0.72 -1.22 -1.43
7 H -2.50 -0.92 0.77
8 H -1.87 -0.92 2.33
9 H -2.22 -2.48 1.58
10 C 1.61 2.64 -0.39
11 C 1.02 3.63 -1.45
12 H 2.20 3.04 0.42
13 H 0.74 2.04 -0.18
14 H 2.14 1.91 -1.03
15 H 1.53 3.72 -2.39
16 H 0.96 4.63 -1.04
17 H -0.02 3.32 -1.66

## Properties
SMILES: CSC.CC
gap between HOMO and LUMO: 9.46 eV
lowest unoccupied orbital energy: 0.036 hartree

Entry B
DFT (ωB97M-V/def2-TZVPD) results for a 2-piece molecular cluster, C4H12S overall.

Positions of all 17 atoms, in Å:
1 C -1.66 -1.35 -1.05
2 C -0.23 -1.55 -0.60
3 S 0.54 -3.16 -1.01
4 H -1.95 -1.59 -2.10
5 H -1.95 -0.34 -0.79
6 H -2.46 -1.91 -0.54
7 H 0.38 -0.88 -1.17
8 H -0.25 -1.53 0.49
9 H 1.48 -3.06 -0.08
10 C 0.57 2.10 0.16
11 C 1.12 1.80 1.50
12 H 0.74 1.48 -0.75
13 H -0.50 1.90 0.25
14 H 0.65 3.12 -0.14
15 H 1.12 0.60 1.64
16 H 2.03 2.22 1.89
17 H 0.37 2.18 2.29

## Properties
SMILES: CCS.CC
gap between HOMO and LUMO: 9.86 eV
lowest unoccupied orbital energy: 0.032 hartree

The structure with the most favorable energy is entry A; the runner-up is 0.0122 hartree above it.

Entry A
DFT (ωB97M-V/def2-TZVPD) results for a 2-piece molecular cluster, C4H12S overall.

Positions of all 17 atoms, in Å:
1 C -0.78 -1.27 0.95
2 C -1.32 -2.18 2.17
3 S -0.80 -1.85 3.91
4 H -1.28 -0.33 0.74
5 H 0.36 -1.01 1.06
6 H -0.83 -1.85 0.02
7 H -0.90 -3.18 1.90
8 H -2.42 -2.13 2.18
9 H 0.01 -0.78 4.16
10 C 1.34 1.17 -2.15
11 C 0.72 2.57 -2.11
12 H 1.12 0.51 -1.21
13 H 0.91 0.51 -3.01
14 H 2.43 1.06 -2.25
15 H 1.38 3.42 -2.22
16 H 0.07 2.62 -1.15
17 H -0.01 2.72 -2.97

## Properties
SMILES: CCS.CC
gap between HOMO and LUMO: 9.91 eV
lowest unoccupied orbital energy: 0.033 hartree

Entry B
DFT (ωB97M-V/def2-TZVPD) results for a 2-piece molecular cluster, C4H12S overall.

Positions of all 17 atoms, in Å:
1 C -1.31 -1.38 0.79
2 S -1.00 -0.41 2.18
3 C 0.82 -0.38 2.17
4 H -0.99 -2.43 0.71
5 H -2.34 -1.40 0.45
6 H -0.80 -0.94 -0.10
7 H 1.08 0.57 2.63
8 H 1.37 -0.39 1.22
9 H 1.18 -1.26 2.75
10 C 0.46 1.13 -3.72
11 C 1.76 1.41 -2.96
12 H 0.41 1.65 -4.67
13 H 0.14 0.10 -3.85
14 H -0.28 1.71 -3.16
15 H 2.55 0.70 -3.30
16 H 1.74 1.10 -1.90
17 H 2.11 2.42 -3.18

## Properties
SMILES: CSC.CC
gap between HOMO and LUMO: 9.36 eV
lowest unoccupied orbital energy: 0.033 hartree

The structure with the most favorable energy is entry B; the runner-up is 0.0232 hartree above it.

Entry A
DFT (ωB97M-V/def2-TZVPD) results for a 2-piece molecular cluster, C2H3Cl2N2 overall.

Positions of all 9 atoms, in Å:
1 C -0.28 2.57 -0.22
2 C -0.27 1.41 -0.17
3 N -1.84 4.46 -0.75
4 N -0.18 0.05 0.04
5 Cl -3.25 3.87 -0.32
6 Cl -1.49 4.63 -2.33
7 H -0.05 -0.39 0.99
8 H 0.55 -0.39 -0.56
9 H -1.04 -0.28 -0.31

## Properties
gap between HOMO and LUMO (spin up / spin down): 6.74 / 8.58 eV
lowest unoccupied orbital energy (spin up / spin down): -0.251 / -0.218 hartree
total charge: +1

Entry B
DFT (ωB97M-V/def2-TZVPD) results for an isolated ion of composition C2H3Cl2N2 and charge +1.

Positions of all 9 atoms, in Å:
1 N 1.83 0.11 0.04
2 C 0.40 0.01 0.40
3 C -0.78 -0.10 -0.05
4 N -2.10 -0.14 -0.09
5 Cl -2.87 1.42 0.11
6 Cl -3.11 -1.51 0.00
7 H 2.32 -0.85 0.12
8 H 2.40 0.90 0.52
9 H 1.91 0.15 -1.04

## Properties
SMILES: [NH3+]C#CN(Cl)Cl
gap between HOMO and LUMO: 8.76 eV
lowest unoccupied orbital energy: -0.171 hartree
total charge: +1

The structure with the most favorable energy is entry B; the runner-up is 0.1255 hartree above it.

Entry A
DFT (ωB97M-V/def2-TZVPD) results for a 8-piece molecular cluster, H17NO7 overall.

Positions of all 25 atoms, in Å:
1 N -1.61 1.38 0.62
2 H -2.49 1.70 0.24
3 H -1.82 1.09 1.57
4 H -1.13 2.31 0.75
5 O 0.88 -0.02 -2.13
6 H 0.96 -0.78 -2.70
7 H 1.64 0.54 -2.01
8 O 0.82 0.22 1.18
9 H 1.63 0.58 1.58
10 H 0.62 0.80 0.44
11 O 1.93 -2.55 0.17
12 H 1.38 -2.67 -0.60
13 H 1.37 -2.36 0.92
14 O -0.72 -1.57 -0.02
15 H -0.92 -1.43 0.91
16 H 0.09 -1.04 -0.14
17 O 2.10 2.22 -0.49
18 H 1.29 2.06 -1.00
19 H 2.33 3.15 -0.60
20 O -0.78 -1.76 3.29
21 H -1.16 -2.43 2.72
22 H -0.17 -1.18 2.81
23 O -2.01 0.95 -2.37
24 H -1.37 0.21 -2.51
25 H -2.87 0.59 -2.61

## Properties
SMILES: N.O.O.O.O.O.O.O
gap between HOMO and LUMO: 10.18 eV
lowest unoccupied orbital energy: 0.005 hartree

Entry B
DFT (ωB97M-V/def2-TZVPD) results for a 8-piece molecular cluster, H17NO7 overall.

Positions of all 25 atoms, in Å:
1 N 0.80 -1.04 -3.26
2 H 1.55 -1.69 -3.43
3 H 0.81 -0.71 -2.29
4 H 1.06 -0.19 -3.76
5 O -2.67 1.08 -0.86
6 H -1.70 1.26 -0.96
7 H -2.85 0.80 -1.76
8 O 0.22 -3.38 0.92
9 H 0.00 -2.47 0.71
10 H -0.57 -3.81 0.56
11 O -0.31 1.52 2.62
12 H -0.08 2.41 2.92
13 H -1.26 1.52 2.80
14 O 1.85 1.34 0.18
15 H 1.61 0.71 0.87
16 H 1.74 2.22 0.56
17 O -1.08 -1.39 -0.26
18 H -1.55 -0.57 -0.09
19 H -1.04 -1.74 -1.15
20 O 1.59 -0.80 2.33
21 H 1.34 -1.31 1.55
22 H 0.79 -0.25 2.33
23 O -0.29 2.15 -1.48
24 H -0.40 3.08 -1.65
25 H 0.33 1.91 -0.77

## Properties
SMILES: N.O.O.O.O.O.O.O
gap between HOMO and LUMO: 10.26 eV
lowest unoccupied orbital energy: -0.002 hartree

The structure with the most favorable energy is entry B; the runner-up is 0.0184 hartree above it.